(1)
ORCA calculation (the ωB97M-V functional and the def2-TZVPD basis) on a 5-piece molecular cluster, C41H53IN6O12 overall.

Values from the calculation:
Frontier orbital gap, eV: 8.29
SMILES: CCN(CCN(OC[C@@H](C)CC(C)C)C(=O)OC[C@@H](C)I)C(C)=O.O=[N+]([O-])c1ccccc1.O=[N+]([O-])c1ccccc1.O=[N+]([O-])c1ccccc1.O=[N+]([O-])c1ccccc1
Relative energy (zero: lowest compared OMol25 entry of this formula, charge and spin), kcal/mol: 0.0
Largest force on an atom, eV/Å: 0.91
E_LUMO, Ha: -0.0293
Electronic energy, eV: -84975.3233
HOMO, eV: -9.09

Geometry (Å):
C1 3.91 -3.83 -0.20
C2 4.74 -2.70 0.43
N1 4.68 -1.40 -0.24
C3 3.44 -0.66 0.00
C4 3.53 0.07 1.35
N2 3.20 1.50 1.26
O1 2.13 1.73 0.38
C5 0.89 1.78 1.12
C6 -0.23 1.29 0.19
C7 -0.48 -0.22 0.42
C8 -1.51 2.13 0.33
C9 -1.99 2.83 -0.95
C10 -2.10 1.89 -2.14
C11 -3.37 3.44 -0.68
C12 4.29 2.34 1.00
O2 5.23 2.38 1.75
O3 4.17 3.10 -0.11
C13 5.13 2.70 -1.12
C14 4.89 3.63 -2.31
C15 5.77 4.88 -2.26
I1 5.11 2.58 -4.15
C16 5.11 -1.44 -1.60
C17 4.09 -1.60 -2.71
O4 6.29 -1.37 -1.86
H1 4.49 -4.30 -1.00
H2 2.99 -3.46 -0.66
H3 3.68 -4.61 0.52
H4 5.79 -3.00 0.43
H5 4.47 -2.57 1.48
H6 3.29 0.06 -0.80
H7 2.57 -1.33 0.01
H8 4.56 0.01 1.71
H9 2.91 -0.39 2.12
H10 0.99 1.15 2.00
H11 0.72 2.82 1.41
H12 0.18 1.40 -0.82
H13 -1.32 -0.35 1.12
H14 -0.76 -0.73 -0.50
H15 0.38 -0.71 0.87
H16 -2.33 1.50 0.70
H17 -1.36 2.90 1.10
H18 -1.30 3.64 -1.19
H19 -1.20 1.29 -2.32
H20 -2.29 2.46 -3.05
H21 -2.94 1.20 -2.02
H22 -3.74 4.02 -1.53
H23 -3.35 4.08 0.21
H24 -4.08 2.63 -0.47
H25 4.95 1.66 -1.38
H26 6.14 2.82 -0.73
H27 3.85 3.94 -2.28
H28 6.78 4.65 -2.62
H29 5.36 5.67 -2.89
H30 5.83 5.23 -1.23
H31 3.88 -2.66 -2.80
H32 4.50 -1.22 -3.64
H33 3.14 -1.11 -2.48
C18 9.66 -6.07 -1.94
C19 8.59 -5.20 -1.75
C20 7.48 -5.60 -1.03
C21 7.46 -6.88 -0.51
C22 8.51 -7.77 -0.68
C23 9.62 -7.35 -1.40
N3 6.29 -7.31 0.28
O5 5.37 -6.52 0.38
O6 6.31 -8.42 0.76
H34 10.53 -5.75 -2.50
H35 8.62 -4.20 -2.17
H36 6.65 -4.94 -0.88
H37 8.46 -8.76 -0.25
H38 10.45 -8.03 -1.55
C24 -8.21 -1.25 -2.59
C25 -8.35 -0.12 -1.80
C26 -7.57 1.00 -2.04
C27 -6.65 0.96 -3.08
C28 -6.49 -0.16 -3.87
C29 -7.28 -1.27 -3.62
N4 -5.83 2.15 -3.35
O7 -5.97 3.11 -2.62
O8 -5.04 2.09 -4.27
H39 -8.83 -2.11 -2.40
H40 -9.07 -0.11 -1.00
H41 -7.66 1.89 -1.44
H42 -5.77 -0.16 -4.67
H43 -7.17 -2.16 -4.23
C30 -15.22 1.59 -0.27
C31 -14.34 1.50 -1.34
C32 -13.22 0.69 -1.25
C33 -13.00 -0.01 -0.07
C34 -13.86 0.07 1.00
C35 -14.98 0.88 0.90
N5 -11.82 -0.87 0.03
O9 -11.06 -0.91 -0.93
O10 -11.66 -1.50 1.05
H44 -16.10 2.22 -0.35
H45 -14.52 2.05 -2.25
H46 -12.52 0.61 -2.07
H47 -13.66 -0.49 1.91
H48 -15.67 0.96 1.73
C36 5.60 2.34 5.65
C37 5.42 1.95 6.97
C38 4.14 1.83 7.49
C39 3.06 2.10 6.67
C40 3.22 2.49 5.35
C41 4.50 2.61 4.84
N6 1.70 1.95 7.20
O11 1.58 1.63 8.37
O12 0.77 2.16 6.45
H49 6.60 2.43 5.25
H50 6.27 1.74 7.60
H51 3.98 1.53 8.52
H52 2.36 2.70 4.73
H53 4.65 2.91 3.81

Mulliken population analysis, charges in e, atoms 1 to 4: -0.9834, -0.7075, 0.5208, -0.4571

(2)
ORCA calculation (the ωB97M-V functional and the def2-TZVPD basis) on C41H53IrN5O6PSi as an isolated structure.

Values from the calculation:
Frontier orbital gap (spin up / spin down), eV: 5.51 / 4.90
Multiplicity: 6
Largest force on an atom, eV/Å: 0.46
E_LUMO (spin up / spin down), Ha: -0.0861 / -0.2153
Electronic energy, eV: -83114.0896
HOMO (spin up / spin down), eV: -7.85 / -10.76
Charge: +1

Geometry (Å):
Ir1 -0.29 0.21 0.42
O1 2.55 1.71 -2.40
C1 1.77 1.20 -1.42
O2 0.59 1.59 -1.32
C2 2.41 0.23 -0.58
C3 3.73 -0.21 -0.78
C4 4.28 -1.16 0.03
C5 3.48 -1.71 1.07
C6 2.20 -1.26 1.25
N1 1.65 -0.29 0.46
C7 1.36 -1.78 2.36
O3 1.97 -2.73 3.08
O4 0.23 -1.40 2.64
H1 1.99 2.31 -2.91
H2 4.29 0.22 -1.59
H3 5.29 -1.50 -0.12
H4 3.86 -2.46 1.73
H5 1.37 -2.96 3.80
O5 0.18 1.69 1.82
Si1 1.16 1.97 3.02
C8 2.37 0.73 3.68
C9 2.05 -0.09 4.76
C10 2.98 -0.98 5.28
C11 4.25 -1.05 4.73
C12 4.59 -0.25 3.65
C13 3.65 0.64 3.13
C14 0.41 2.91 4.49
C15 -0.77 3.65 4.32
C16 -1.39 4.25 5.39
C17 -0.80 4.19 6.65
C18 0.41 3.53 6.83
C19 1.04 2.92 5.76
C20 2.04 3.66 2.84
C21 3.22 3.99 3.54
C22 3.89 5.16 3.24
C23 3.34 6.06 2.33
C24 2.14 5.78 1.69
C25 1.47 4.60 1.97
H6 1.06 -0.05 5.20
H7 2.72 -1.60 6.12
H8 4.98 -1.74 5.14
H9 5.57 -0.31 3.21
H10 3.93 1.26 2.28
H11 -1.21 3.69 3.33
H12 -2.33 4.77 5.26
H13 -1.27 4.68 7.49
H14 0.87 3.49 7.81
H15 1.98 2.41 5.90
H16 3.64 3.29 4.25
H17 4.82 5.39 3.73
H18 3.85 6.99 2.12
H19 1.73 6.48 0.97
H20 0.54 4.37 1.48
C26 -2.36 -2.60 0.25
C27 -1.24 -2.49 -0.79
C28 -1.77 -2.73 -2.20
C29 -0.14 -3.53 -0.50
N2 -0.66 -1.17 -0.72
H21 -2.80 -3.59 0.20
H22 -3.14 -1.86 0.04
H23 -1.97 -2.43 1.25
H24 -2.14 -3.75 -2.29
H25 -0.98 -2.58 -2.94
H26 -2.58 -2.05 -2.43
H27 -0.54 -4.53 -0.66
H28 0.21 -3.45 0.52
H29 0.70 -3.38 -1.17
O6 -2.33 0.75 0.39
P1 -3.56 1.60 0.43
N3 -4.13 1.73 1.96
C30 -5.56 1.82 2.27
C31 -5.65 1.39 3.74
C32 -4.41 0.52 3.95
C33 -3.36 1.26 3.12
N4 -3.37 3.15 -0.10
C34 -2.65 3.35 -1.38
C35 -1.49 4.26 -1.00
C36 -2.13 5.18 0.03
C37 -3.01 4.23 0.84
N5 -4.70 0.93 -0.56
C38 -5.84 1.68 -1.09
C39 -5.63 1.64 -2.60
C40 -5.05 0.25 -2.83
C41 -4.37 -0.15 -1.50
H30 -6.13 1.14 1.63
H31 -5.95 2.83 2.12
H32 -6.58 0.86 3.95
H33 -5.60 2.26 4.40
H34 -4.57 -0.48 3.54
H35 -4.12 0.43 4.99
H36 -2.53 0.64 2.80
H37 -2.96 2.11 3.69
H38 -3.31 3.84 -2.10
H39 -2.32 2.40 -1.79
H40 -1.08 4.79 -1.86
H41 -0.70 3.65 -0.56
H42 -2.75 5.93 -0.47
H43 -1.42 5.71 0.66
H44 -3.90 4.71 1.25
H45 -2.45 3.80 1.68
H46 -5.87 2.69 -0.68
H47 -6.77 1.17 -0.82
H48 -4.91 2.41 -2.89
H49 -6.55 1.82 -3.15
H50 -4.34 0.23 -3.66
H51 -5.84 -0.46 -3.07
H52 -3.29 -0.25 -1.58
H53 -4.77 -1.09 -1.14

Mulliken population analysis, charges in e, atoms 1 to 4: 0.9393, -0.5491, -0.1361, -0.5284

(3)
ORCA calculation (the ωB97M-V functional and the def2-TZVPD basis) on C41H54N2O4P3V as an isolated structure in a non-equilibrium geometry.

Values from the calculation:
Frontier orbital gap (spin up / spin down), eV: 4.30 / 4.53
Multiplicity: 2
Largest force on an atom, eV/Å: 3.32
E_LUMO (spin up / spin down), Ha: -0.1690 / -0.1606
Electronic energy, eV: -108112.5662
HOMO (spin up / spin down), eV: -8.89 / -8.90
Charge: +1

Geometry (Å):
V1 -0.22 -0.15 -0.39
C1 -1.83 3.25 -1.95
C2 -0.30 3.21 -2.03
C3 0.24 4.64 -2.11
P1 0.40 2.19 -0.62
C4 1.33 3.22 0.63
C5 2.58 3.97 0.16
C6 0.37 4.13 1.41
C7 1.79 1.31 -1.41
C8 2.47 1.73 -2.55
C9 3.54 1.01 -3.05
C10 4.31 1.49 -4.26
C11 3.90 -0.18 -2.42
C12 3.21 -0.65 -1.33
C13 2.15 0.10 -0.78
N1 1.41 -0.30 0.34
C14 1.87 -1.13 1.35
C15 3.21 -1.37 1.67
C16 3.53 -2.33 2.61
C17 2.54 -3.04 3.29
C18 2.92 -4.10 4.29
C19 1.21 -2.71 3.05
C20 0.86 -1.77 2.10
P2 -0.77 -1.04 1.72
C21 -1.07 0.04 3.21
C22 -0.05 1.18 3.15
C23 -0.96 -0.71 4.54
C24 -2.17 -2.26 1.65
C25 -1.93 -3.57 2.41
C26 -3.48 -1.60 2.08
H1 -2.23 3.83 -2.78
H2 -2.17 3.71 -1.02
H3 -2.25 2.25 -2.02
H4 -0.03 2.66 -2.93
H5 -0.08 5.23 -1.25
H6 -0.15 5.11 -3.01
H7 1.33 4.67 -2.17
H8 1.68 2.42 1.30
H9 2.33 4.90 -0.34
H10 3.20 3.37 -0.51
H11 3.17 4.21 1.04
H12 0.27 5.09 0.91
H13 0.77 4.32 2.41
H14 -0.62 3.69 1.51
H15 2.19 2.66 -3.03
H16 4.20 2.56 -4.39
H17 3.92 0.99 -5.15
H18 5.36 1.25 -4.17
H19 4.73 -0.76 -2.81
H20 3.49 -1.60 -0.88
H21 3.99 -0.79 1.19
H22 4.57 -2.52 2.83
H23 3.76 -4.68 3.93
H24 2.09 -4.77 4.49
H25 3.21 -3.64 5.24
H26 0.45 -3.22 3.63
H27 -2.07 0.46 3.08
H28 0.96 0.80 3.33
H29 -0.27 1.93 3.91
H30 -0.09 1.65 2.17
H31 0.03 -1.13 4.66
H32 -1.71 -1.50 4.63
H33 -1.12 0.00 5.35
H34 -2.25 -2.49 0.58
H35 -1.80 -3.39 3.48
H36 -1.07 -4.11 2.03
H37 -2.81 -4.21 2.29
H38 -3.55 -1.53 3.17
H39 -4.33 -2.19 1.73
H40 -3.59 -0.60 1.67
O1 -6.99 3.71 -0.47
C27 -7.03 2.79 0.34
O2 -7.86 2.16 0.98
C28 -5.54 2.26 0.60
C29 -4.71 2.79 1.58
C30 -3.41 2.30 1.69
N2 -2.91 1.37 0.89
C31 -3.72 0.87 -0.06
C32 -5.03 1.28 -0.25
C33 -3.12 -0.12 -0.99
O3 -3.74 -0.85 -1.72
O4 -1.78 -0.12 -0.94
H41 -5.06 3.56 2.25
H42 -2.74 2.68 2.45
H43 -5.62 0.85 -1.05
C34 0.92 -3.89 -0.42
P3 0.00 -2.51 -1.18
C35 -1.49 -3.37 -1.81
C36 0.89 -2.24 -2.75
C37 0.43 -1.22 -3.57
C38 1.02 -0.99 -4.81
C39 2.07 -1.79 -5.23
C40 2.53 -2.81 -4.42
C41 1.96 -3.03 -3.17
H44 1.95 -3.61 -0.22
H45 0.88 -4.75 -1.09
H46 0.45 -4.16 0.53
H47 -1.19 -4.04 -2.62
H48 -2.21 -2.65 -2.18
H49 -1.95 -3.95 -1.01
H50 -0.42 -0.61 -3.26
H51 0.65 -0.19 -5.45
H52 2.51 -1.63 -6.21
H53 3.35 -3.44 -4.74
H54 2.35 -3.82 -2.55

Mulliken population analysis, charges in e, atoms 1 to 4: -0.2704, -1.2107, 0.5221, -1.7307

(4)
ORCA calculation (the ωB97M-V functional and the def2-TZVPD basis) on a 10-piece molecular cluster, C41H54O19S5 overall in a non-equilibrium geometry.

Values from the calculation:
Frontier orbital gap, eV: 9.07
SMILES: CCOS(C)(=O)=O.O=S1(=O)OCCO1.O=S1(=O)OCCO1.O=S1(=O)OCCO1.O=S1(=O)OCCO1.c1ccccc1.c1ccccc1.c1ccccc1.c1ccccc1.c1ccccc1
Largest force on an atom, eV/Å: 5.43
E_LUMO, Ha: 0.0027
Electronic energy, eV: -136459.7558
HOMO, eV: -8.99

Geometry (Å):
C1 -5.54 1.26 -5.50
C2 -6.43 2.04 -4.54
O1 -6.31 3.37 -4.88
S1 -4.93 3.65 -5.74
O2 -3.86 4.32 -5.00
O3 -5.33 4.22 -7.07
O4 -4.52 2.08 -5.88
H1 -5.99 1.09 -6.48
H2 -5.04 0.39 -5.09
H3 -6.23 1.87 -3.48
H4 -7.47 1.75 -4.67
C3 3.53 7.31 0.25
C4 2.27 7.47 -0.58
O5 1.79 8.76 -0.37
S2 1.96 9.31 1.12
O6 0.72 8.98 1.88
O7 2.39 10.73 1.08
O8 3.13 8.09 1.43
H5 4.48 7.59 -0.20
H6 3.79 6.28 0.48
H7 1.50 6.70 -0.46
H8 2.55 7.55 -1.63
C5 -3.74 -4.77 -6.19
C6 -2.61 -5.69 -5.82
O9 -1.67 -4.76 -5.33
S3 -1.52 -3.43 -6.26
O10 -0.67 -3.66 -7.45
O11 -1.36 -2.15 -5.54
O12 -3.13 -3.60 -6.64
H9 -4.18 -4.55 -5.22
H10 -4.44 -5.01 -6.98
H11 -2.08 -6.15 -6.65
H12 -3.02 -6.41 -5.10
C7 -4.00 0.85 7.13
C8 -3.38 -0.08 6.13
O13 -2.50 0.71 5.46
S4 -1.71 1.74 6.43
O14 -1.60 3.13 5.83
O15 -0.55 1.11 6.95
O16 -3.02 1.76 7.50
H13 -4.51 0.36 7.96
H14 -4.79 1.46 6.67
H15 -4.06 -0.36 5.33
H16 -3.03 -1.02 6.56
O17 7.19 -5.21 3.09
S5 6.61 -5.52 1.81
O18 5.26 -5.10 1.40
O19 7.69 -5.12 0.64
C9 7.34 -4.65 -0.59
C10 6.91 -3.18 -0.53
C11 6.80 -7.38 1.54
H17 6.72 -5.28 -1.24
H18 8.31 -4.47 -1.06
H19 6.00 -2.85 -0.04
H20 6.82 -2.96 -1.59
H21 7.72 -2.61 -0.06
H22 6.36 -7.67 0.59
H23 6.35 -7.96 2.35
H24 7.89 -7.44 1.56
C12 8.06 0.92 3.68
C13 8.06 0.08 4.71
C14 7.08 -0.90 4.72
C15 6.07 -0.88 3.80
C16 5.98 0.15 2.90
C17 7.01 1.08 2.78
H25 8.95 1.52 3.68
H26 8.96 -0.07 5.30
H27 7.18 -1.73 5.40
H28 5.28 -1.62 3.85
H29 5.32 0.05 2.05
H30 6.86 1.72 1.92
C18 -5.31 4.83 3.80
C19 -5.42 5.63 4.94
C20 -6.66 6.22 5.29
C21 -7.76 6.01 4.33
C22 -7.65 5.19 3.24
C23 -6.47 4.61 3.06
H31 -4.39 4.46 3.38
H32 -4.63 5.72 5.67
H33 -6.76 6.86 6.15
H34 -8.60 6.66 4.50
H35 -8.53 5.16 2.61
H36 -6.38 3.99 2.18
C24 0.46 2.47 1.38
C25 -0.23 2.94 0.25
C26 -0.27 2.15 -0.89
C27 0.51 0.98 -0.97
C28 1.21 0.48 0.14
C29 1.11 1.22 1.37
H37 0.54 3.03 2.30
H38 -0.96 3.74 0.20
H39 -0.87 2.60 -1.67
H40 0.51 0.40 -1.89
H41 1.75 -0.45 0.13
H42 1.65 0.87 2.23
C30 -4.98 -3.57 0.51
C31 -5.83 -3.20 -0.59
C32 -5.45 -2.03 -1.17
C33 -4.37 -1.20 -0.79
C34 -3.72 -1.58 0.34
C35 -3.91 -2.80 0.91
H43 -5.13 -4.48 1.07
H44 -6.72 -3.77 -0.81
H45 -6.13 -1.59 -1.89
H46 -4.17 -0.23 -1.22
H47 -2.88 -0.97 0.64
H48 -3.44 -3.23 1.79
C36 2.80 -3.19 -4.28
C37 3.52 -3.68 -5.36
C38 3.70 -5.01 -5.50
C39 3.08 -5.88 -4.54
C40 2.41 -5.39 -3.47
C41 2.32 -4.01 -3.34
H49 2.71 -2.13 -4.13
H50 3.95 -2.92 -6.00
H51 4.31 -5.48 -6.26
H52 3.30 -6.93 -4.66
H53 2.04 -6.05 -2.70
H54 2.10 -3.60 -2.37

Mulliken population analysis, charges in e, atoms 1 to 4: -0.3649, -0.1871, -0.3075, 1.0491